1.
{"formula": "C26H75N13O10", "method": "ωB97M-V with the def2-TZVPD basis set", "species": ["C", "O", "C", "C", "C", "N", "H", "H", "H", "H", "H", "H", "H", "H", "H", "H", "H", "C", "O", "C", "C", "C", "N", "H", "H", "H", "H", "H", "H", "H", "H", "H", "H", "H", "C", "O", "C", "C", "C", "N", "H", "H", "H", "H", "H", "H", "H", "H", "H", "H", "H", "C", "O", "C", "C", "C", "N", "H", "H", "H", "H", "H", "H", "H", "H", "H", "H", "H", "C", "O", "C", "C", "N", "C", "C", "O", "C", "H", "H", "H", "H", "H", "H", "H", "H", "H", "H", "H", "H", "H", "H", "H", "N", "C", "N", "O", "H", "H", "H", "H", "N", "C", "N", "O", "H", "H", "H", "H", "N", "C", "N", "O", "H", "H", "H", "H", "N", "C", "N", "O", "H", "H", "H", "H"], "coordinates": [[13.57567, -9.88801, -14.14859], [13.88734, -11.22667, -13.90627], [12.86299, -12.18832, -13.61009], [13.58808, -13.51781, -13.46273], [12.54022, -14.68079, -13.21758], [14.60316, -13.30731, -12.41980], [14.46766, -9.46989, -14.63045], [13.34717, -9.29380, -13.22265], [12.79216, -9.73506, -14.88072], [12.39968, -12.03426, -12.62300], [12.08979, -12.21550, -14.41494], [14.12718, -13.66186, -14.42461], [12.01588, -14.77790, -14.18060], [11.91358, -14.47608, -12.35301], [13.05461, -15.65462, -13.20917], [15.04529, -12.43551, -12.57973], [14.20657, -13.36229, -11.48789], [12.68314, -17.67053, -7.19001], [14.01380, -18.08947, -7.25627], [14.93410, -17.07839, -7.01936], [16.35589, -17.61131, -6.70344], [16.37024, -18.17765, -5.29522], [17.33321, -16.58749, -6.90783], [12.50206, -16.69817, -7.55055], [12.24397, -17.75383, -6.14345], [12.18969, -18.36826, -7.83180], [15.15236, -16.40243, -7.84975], [14.51535, -16.43981, -6.16421], [16.54386, -18.40037, -7.42227], [17.33982, -18.75718, -5.16110], [15.52085, -18.84956, -5.07760], [16.33856, -17.32351, -4.62089], [17.07658, -15.72408, -6.46690], [18.20883, -16.87168, -6.52100], [12.15572, -20.92697, -9.93325], [12.65008, -20.60079, -11.22251], [12.88289, -19.18602, -11.58391], [14.31443, -18.85568, -11.75163], [15.11208, -18.87895, -10.40114], [14.50755, -17.62021, -12.53995], [12.07003, -22.03508, -9.94533], [11.17606, -20.48853, -9.71050], [12.74673, -20.69602, -8.99936], [12.50231, -19.09882, -12.59138], [12.28336, -18.53840, -10.96639], [14.66239, -19.59547, -12.53788], [15.08482, -17.83660, -10.18780], [16.18322, -19.17974, -10.48122], [14.58888, -19.42720, -9.65016], [14.46060, -16.86106, -11.89276], [15.42510, -17.59398, -12.97842], [19.29293, -13.01368, -6.04849], [20.00068, -12.47611, -7.14857], [19.14637, -11.60941, -7.84652], [18.40434, -12.16635, -9.07980], [19.52158, -12.52037, -10.12224], [17.53235, -11.07196, -9.60373], [18.38672, -13.57047, -6.40054], [18.98363, -12.25138, -5.35788], [19.91705, -13.77273, -5.60060], [18.43689, -11.23739, -7.08241], [19.79527, -10.83075, -8.17036], [17.79740, -13.05993, -8.93007], [19.08832, -12.76109, -11.15876], [20.12567, -13.32857, -9.74262], [20.21098, -11.69145, -10.22346], [16.78753, -11.00562, -8.89262], [17.23944, -11.48352, -10.45224], [18.72172, -9.62660, -4.94412], [17.42177, -10.18377, -5.09763], [16.61446, -9.38515, -5.99886], [15.20972, -9.89835, -6.11743], [15.27815, -11.31016, -6.43103], [13.99974, -11.89401, -6.12161], [13.95219, -13.39257, -6.22201], [15.05287, -13.95630, -5.52201], [14.73912, -14.16886, -4.12681], [19.10368, -10.02038, -3.97256], [18.57781, -8.54565, -4.84322], [19.34918, -9.94754, -5.78597], [17.03606, -9.47123, -7.01398], [16.72755, -8.36440, -5.69795], [14.77299, -9.29035, -6.91617], [14.76305, -9.82927, -5.11301], [15.96207, -11.73136, -5.76696], [13.31084, -11.57143, -6.87724], [13.62129, -11.48534, -5.16241], [14.04407, -13.75365, -7.25167], [12.89412, -13.65808, -5.87786], [14.72214, -13.23295, -3.56190], [15.46580, -14.94894, -3.77559], [13.81066, -14.70367, -4.10575], [11.97029, -8.16800, -9.06666], [12.35640, -9.46105, -9.53766], [11.31875, -10.13421, -10.11627], [13.52848, -9.81270, -9.54968], [11.08259, -7.87720, -9.49141], [12.73901, -7.50462, -9.15255], [11.53534, -11.16308, -10.35450], [10.37665, -9.91035, -9.89509], [13.77033, -12.58173, -9.64099], [12.71703, -13.42753, -9.65153], [13.01317, -14.72361, -9.55776], [11.58656, -13.01409, -9.96390], [14.68105, -12.92685, -9.32764], [13.57840, -11.60336, -9.59929], [12.23013, -15.34317, -9.43198], [13.95845, -14.93384, -9.35314], [17.79924, -15.81876, -9.70170], [16.80007, -15.05202, -10.21995], [16.94717, -14.75542, -11.59190], [15.80335, -14.77977, -9.58071], [18.65006, -15.96607, -10.23118], [17.69393, -16.13245, -8.72761], [17.67478, -15.26063, -12.12861], [16.15855, -14.34205, -12.03902], [8.87616, -17.04042, -11.26815], [9.76267, -16.28189, -10.54317], [9.31792, -14.95312, -10.43712], [10.83484, -16.74327, -10.22927], [7.93418, -16.71941, -11.33931], [9.05154, -17.99573, -11.02255], [8.57514, -14.60348, -10.99818], [10.05636, -14.31570, -10.27955]], "homo_lumo_gap_ha": 0.343, "total_charge": 0, "relative_energy_kcal_mol": 0.00}

2.
{"formula": "C4H4ClF", "method": "ωB97M-V with the def2-TZVPD basis set", "species": ["F", "C", "C", "C", "C", "Cl", "H", "H", "H", "H"], "coordinates": [[0.86047, 1.76177, -0.71138], [0.73946, 0.54320, -0.22064], [0.12208, -0.55110, -1.07431], [-0.72449, -0.92328, -0.08645], [-0.34550, 0.29596, 0.79467], [-1.39248, 1.67773, 1.21742], [1.65614, 0.28243, 0.16817], [0.55476, -1.16458, -1.89359], [-1.38332, -1.74069, 0.04454], [-0.08711, -0.18143, 1.76156]], "homo_lumo_gap_ha": 0.420, "total_charge": 0, "relative_energy_kcal_mol": 20.87}